Entry 1:
Below is an isolated molecule of C4H9NO3 at a distorted geometry, with properties calculated with ωB97M-V/def2-TZVPD.

Computed properties:
* spin multiplicity: 1
* relative energy (zero: lowest compared OMol25 entry of this formula, charge and spin): 126.2 kJ/mol
* E: -438.280987 Ha
* SMILES: C[C@@H](O)[C@H](N)C(=O)O
* Kohn-Sham gap: 10.45 eV

Last column: Mulliken charge in e.
Positions of all 17 atoms, in Å:
C (-1.768, -0.104, -0.320)  -1.216
C (-0.493, -0.989, -0.533)  0.018
O (-0.279, -1.108, -1.945)  -0.581
C (0.744, -0.203, 0.183)  0.108
N (0.894, -0.206, 1.607)  -0.828
C (0.955, 1.246, -0.320)  0.487
O (0.822, 1.611, -1.475)  -0.604
O (1.487, 1.952, 0.676)  -0.523
H (-2.568, -0.662, -0.816)  0.352
H (-1.642, 0.903, -0.743)  0.296
H (-1.952, -0.112, 0.743)  0.345
H (-0.750, -1.956, -0.106)  0.432
H (0.223, -0.241, -2.130)  0.421
H (1.610, -0.710, -0.246)  0.379
H (0.824, -1.093, 2.117)  0.266
H (0.180, 0.395, 1.982)  0.236
H (1.713, 1.277, 1.327)  0.414


Entry 2:
Below is an isolated molecule of C4H9NO3 at a distorted geometry, with properties calculated with ωB97M-V/def2-TZVPD.

Computed properties:
* spin multiplicity: 1
* relative energy (zero: lowest compared OMol25 entry of this formula, charge and spin): 282.8 kJ/mol
* E: -438.221348 Ha
* SMILES: [NH3+][C@]([O-])(O)C[C@H]1CO1
* Kohn-Sham gap: 9.38 eV

Last column: Mulliken charge in e.
Positions of all 17 atoms, in Å:
N (0.387, -0.191, 1.736)  -0.388
C (1.292, 0.222, 0.462)  0.562
O (2.501, -0.109, 0.659)  -0.798
O (1.037, 1.712, 0.568)  -0.626
C (0.566, -0.368, -0.758)  -1.013
C (-0.790, 0.219, -1.051)  0.417
C (-1.944, -0.618, -1.374)  -0.458
O (-1.820, -0.025, -0.085)  -0.492
H (0.712, -1.076, 2.119)  0.329
H (-0.613, -0.275, 1.532)  0.339
H (0.469, 0.744, 2.308)  0.355
H (1.849, 2.078, 0.932)  0.318
H (1.221, -0.188, -1.622)  0.300
H (0.493, -1.455, -0.614)  0.293
H (-0.788, 1.247, -1.425)  0.378
H (-2.750, -0.213, -1.991)  0.253
H (-1.824, -1.705, -1.398)  0.231